# 1
Below is a 2-piece molecular cluster, C5H10F3N2S overall, with properties calculated with ωB97M-V/def2-TZVPD.

Geometry as XYZ:
```
21
Properties=species:S:1:pos:R:3:nbo_charge:R:1
C -1.99 -0.54 0.22 -0.11
C 0.45 -0.14 2.50 -0.61
C 0.17 -0.36 -2.49 -0.61
C 1.23 0.35 1.23 -0.25
C 0.91 0.23 -1.24 -0.27
N -2.32 0.66 0.05 0.44
N 0.51 -0.17 0.04 0.00
F -1.42 1.67 -0.01 -0.10
F -3.56 1.19 0.09 -0.10
F 0.64 -1.67 0.04 -0.32
S -1.98 -2.10 0.22 0.72
H 0.98 0.49 3.24 0.24
H -0.58 0.21 2.38 0.19
H 0.64 -1.18 2.65 0.24
H 0.24 0.43 -3.26 0.23
H 0.75 -1.21 -2.97 0.25
H -0.87 -0.53 -2.29 0.19
H 2.19 -0.01 1.26 0.21
H 1.39 1.37 1.03 0.23
H 0.67 1.24 -1.36 0.23
H 1.94 0.07 -1.32 0.20
```

Largest force on an atom (hartree/bohr): 0.0755
Gap between HOMO and LUMO (alpha / beta) (eV): 8.128 / 4.294
Multiplicity: 3
Expectation value of S²: 2.03
Net charge: +1

# 2
Below is a 9-piece molecular cluster, C3H25NO8S overall, with properties calculated with ωB97M-V/def2-TZVPD.

Geometry as XYZ:
```
38
Properties=species:S:1:pos:R:3:nbo_charge:R:1
C -0.84 -2.42 -2.62 -0.43
N -0.10 -1.64 -1.61 -0.69
C -0.76 -1.73 -0.21 -0.29
C 0.13 -1.20 0.87 -0.50
S -0.54 0.28 1.81 -0.14
H -1.83 -1.80 -2.73 0.19
H -1.18 -3.48 -2.23 0.17
H -0.43 -2.52 -3.66 0.22
H 0.91 -1.78 -1.52 0.39
H -1.57 -0.89 -0.38 0.26
H -1.01 -2.82 -0.08 0.20
H 0.20 -1.89 1.75 0.21
H 1.15 -0.79 0.70 0.28
H -0.35 1.27 0.92 0.15
H -0.32 4.15 -2.67 0.48
H 0.12 2.64 -2.20 0.50
O -0.39 3.45 -1.98 -1.00
H 2.51 -2.96 0.67 0.47
H 2.98 -1.49 0.89 0.51
O 2.55 -2.10 0.21 -0.98
H 0.52 3.65 -0.02 0.51
H 1.83 4.25 0.61 0.48
O 1.04 3.76 0.81 -0.99
H 1.72 2.87 2.26 0.48
H 1.51 1.57 2.87 0.46
O 2.21 2.27 2.73 -0.97
H 1.83 -0.55 2.84 0.48
H 3.23 -0.03 2.81 0.50
O 2.73 -0.81 2.60 -0.96
H -3.74 -1.76 1.86 0.48
H -2.77 -1.71 3.20 0.48
O -3.70 -1.95 2.84 -0.96
H -3.03 1.15 -1.74 0.48
H -3.97 1.32 -0.59 0.47
O -3.23 0.83 -0.82 -0.94
H 0.55 0.22 -2.49 0.52
H 1.41 1.51 -2.94 0.48
O 0.63 1.12 -2.75 -0.98
```

Largest force on an atom (hartree/bohr): 0.0896
Gap between HOMO and LUMO (eV): 9.389
Multiplicity: 1
Net charge: 0
SMILES: CNCCS.O.O.O.O.O.O.O.O

# 3
Below is one molecule with the formula C5H11NO, with properties calculated with ωB97M-V/def2-TZVPD.

Geometry as XYZ:
```
18
Properties=species:S:1:pos:R:3:nbo_charge:R:1
C 1.82 -1.16 -0.07 -0.62
C 0.97 -0.69 1.10 -0.21
N -0.13 0.23 0.70 -0.23
C -0.14 1.44 1.25 -0.36
C -1.04 -0.28 -0.14 -0.20
C -1.85 0.56 -1.07 -0.11
O -1.41 0.42 -2.42 -0.72
H 2.56 -1.89 0.29 0.22
H 2.37 -0.33 -0.53 0.21
H 1.22 -1.64 -0.84 0.22
H 0.50 -1.54 1.60 0.21
H 1.58 -0.16 1.84 0.21
H -1.03 2.05 1.17 0.19
H 0.77 1.83 1.69 0.19
H -1.00 -1.35 -0.31 0.19
H -2.90 0.26 -1.09 0.19
H -1.82 1.62 -0.76 0.17
H -0.46 0.60 -2.40 0.46
```

Largest force on an atom (hartree/bohr): 0.0095
Gap between HOMO and LUMO (eV): 7.637
Multiplicity: 1
Net charge: 0

# 4
Below is C31H46BaBrN3OP2 as an isolated structure, with properties calculated with ωB97M-V/def2-TZVPD.

Geometry as XYZ:
```
85
Properties=species:S:1:pos:R:3:mulliken_charge:R:1
N -4.97 -1.32 3.01 -0.50
C -4.16 -0.34 3.43 -0.67
C -3.79 0.74 2.61 -0.22
C -4.28 0.80 1.29 0.74
C -5.10 -0.26 0.85 -0.23
C -5.43 -1.28 1.76 -0.59
C -3.94 1.93 0.43 -0.77
Ba 0.08 1.22 0.18 2.00
P 2.23 0.28 -1.89 1.06
C -3.86 1.94 -0.94 -0.61
C -2.74 2.61 -1.64 1.25
C -2.48 2.28 -3.00 -0.74
C -1.27 2.62 -3.61 -0.43
C -0.34 3.35 -2.87 0.15
C -0.54 3.71 -1.53 -1.14
C -1.79 3.40 -0.94 -0.88
Br 1.09 4.25 -3.86 -0.06
H -3.71 2.86 0.96 0.76
H -4.59 1.39 -1.55 0.45
H -3.08 1.48 3.01 0.38
H -5.45 -0.32 -0.18 0.39
H -3.80 -0.41 4.47 0.35
H -6.09 -2.09 1.47 0.43
H -3.25 1.73 -3.55 0.45
H -2.05 3.77 0.06 0.41
H -1.07 2.37 -4.66 0.49
H 0.23 4.28 -0.99 0.66
P -0.79 -2.43 -0.46 0.81
C 2.67 1.87 -1.04 -0.20
C 3.50 2.88 -1.81 -1.19
H 3.17 1.58 -0.09 0.25
H 1.76 2.47 -0.78 -0.30
H 3.74 3.70 -1.12 0.43
H 4.43 2.46 -2.22 0.29
H 2.90 3.32 -2.62 -0.13
C 1.93 0.75 -3.64 0.54
C 3.05 0.73 -4.69 -1.48
H 1.50 1.76 -3.61 -0.87
H 1.12 0.08 -3.97 0.41
H 2.59 1.02 -5.65 0.44
H 3.84 1.47 -4.48 0.27
H 3.49 -0.26 -4.82 0.34
C 3.72 -0.77 -1.84 -0.44
C 5.07 -0.07 -1.86 -1.45
H 3.65 -1.46 -2.69 0.48
H 3.62 -1.39 -0.93 0.34
H 5.85 -0.84 -1.77 0.45
H 5.24 0.45 -2.81 0.25
H 5.21 0.64 -1.04 0.32
C 0.16 -3.90 0.15 -0.93
C 1.68 -3.77 -0.01 -0.81
H -0.21 -4.77 -0.40 0.49
H -0.11 -4.05 1.20 0.34
H 2.15 -4.68 0.37 0.46
H 1.97 -3.65 -1.07 0.24
H 2.07 -2.92 0.56 -0.10
C -0.66 -2.79 -2.26 -0.60
C -1.55 -1.91 -3.14 -1.30
H -0.90 -3.85 -2.39 0.57
H 0.40 -2.67 -2.53 0.29
H -1.40 -2.19 -4.19 0.42
H -2.61 -2.04 -2.90 0.36
H -1.30 -0.84 -3.04 0.17
C -2.48 -3.15 -0.20 -0.42
C -2.78 -3.48 1.26 -1.31
H -2.56 -4.05 -0.83 0.43
H -3.19 -2.42 -0.60 0.17
H -3.82 -3.83 1.34 0.36
H -2.12 -4.27 1.65 0.38
H -2.69 -2.59 1.89 0.20
N 1.46 1.24 7.62 -0.33
C 2.19 0.48 6.76 0.34
O 3.18 -0.14 7.13 -0.57
C 1.75 0.50 5.32 0.92
C 0.80 1.38 4.79 -1.10
C 0.43 1.29 3.44 -0.09
N 1.03 0.42 2.58 0.03
C 1.96 -0.44 3.09 -0.57
C 2.34 -0.43 4.44 -0.57
H 1.71 1.19 8.60 0.26
H 0.55 1.61 7.40 0.16
H 0.33 2.14 5.42 0.31
H -0.36 1.93 3.01 0.28
H 2.39 -1.16 2.38 0.36
H 3.10 -1.14 4.78 0.48
```

Largest force on an atom (hartree/bohr): 0.0389
Gap between HOMO and LUMO (eV): 7.222
Multiplicity: 1
Net charge: +2

# 5
Below is a 2-piece molecular cluster, C4H11NO2S overall, with properties calculated with ωB97M-V/def2-TZVPD.

Geometry as XYZ:
```
19
Properties=species:S:1:pos:R:3:nbo_charge:R:1
O 2.88 1.52 -1.35 -0.48
C 1.94 1.64 -0.62 0.43
C 1.07 0.40 -0.31 -0.15
C 1.63 -0.54 0.76 -0.44
C 1.25 -2.03 0.83 -0.55
S 1.86 -2.98 -0.60 0.66
N -0.18 0.97 0.15 -0.78
H 1.69 2.57 -0.09 0.16
H 1.19 -0.27 -1.22 0.17
H 2.74 -0.53 0.66 0.24
H 1.48 -0.10 1.78 0.27
H 0.21 -1.94 0.55 0.28
H 1.38 -2.60 1.74 0.30
H 2.36 -1.93 -1.30 0.16
H -0.79 1.12 -0.64 0.38
H -0.56 0.27 0.74 0.35
H -6.17 0.97 -0.60 0.46
H -7.14 2.08 -0.53 0.47
O -6.84 1.36 0.04 -0.92
```

Largest force on an atom (hartree/bohr): 0.0733
Gap between HOMO and LUMO (alpha / beta) (eV): 9.227 / 4.055
Multiplicity: 2
Expectation value of S²: 0.75
Net charge: +1

# 6
Below is C4H5N2 as an isolated structure, with properties calculated with ωB97M-V/def2-TZVPD.

Geometry as XYZ:
```
11
Properties=species:S:1:pos:R:3:nbo_charge:R:1
C 2.21 -0.19 -0.17 -0.09
C 1.38 0.75 -0.09 0.37
C -0.54 0.25 -0.21 0.35
C 1.23 -1.19 0.02 -0.09
N 0.18 1.36 -0.07 -0.61
N -1.82 0.11 -0.09 -0.70
H 0.94 -1.62 -0.93 0.26
H 1.10 -1.61 0.95 0.23
H 0.08 2.21 0.44 0.45
H -2.22 -0.82 -0.03 0.43
H -2.55 0.74 0.17 0.42
```

Largest force on an atom (hartree/bohr): 0.0605
Gap between HOMO and LUMO (alpha / beta) (eV): 9.546 / 9.545
Multiplicity: 1
Net charge: +1

# 7
Below is C36H49N8O2S2ScSeSiTe as an isolated structure, with properties calculated with ωB97M-V/def2-TZVPD.

Geometry as XYZ:
```
101
Properties=species:S:1:pos:R:3:mulliken_charge:R:1
Sc -0.34 -0.24 -0.70 -1.45
N -0.19 -1.32 -2.73 0.04
C -0.86 -0.61 -3.84 -0.69
C -0.58 0.87 -3.69 -0.51
N -1.10 1.32 -2.39 -0.08
H 0.80 -1.43 -2.93 0.23
H -0.55 -2.26 -2.61 0.27
H -1.93 -0.79 -3.74 0.32
H -0.55 -0.98 -4.81 0.43
H -0.99 1.43 -4.53 0.55
H 0.50 1.04 -3.69 0.20
H -2.08 1.58 -2.47 -0.03
H -0.59 2.13 -2.06 0.16
O 2.42 -3.02 1.70 -0.80
S 2.34 -2.04 0.63 1.17
O 3.23 -2.27 -0.49 -0.73
N 0.80 -1.85 0.16 1.90
C 0.15 -3.06 -0.25 0.78
C 0.81 -4.26 -0.50 -0.66
C 0.08 -5.38 -0.90 -1.02
C -1.29 -5.33 -1.05 -1.02
C -1.98 -4.13 -0.83 1.08
C -3.40 -4.02 -0.94 -1.49
C -4.00 -2.80 -0.62 -1.26
C -3.23 -1.71 -0.30 -0.76
N -1.86 -1.73 -0.27 2.28
C -1.25 -2.98 -0.43 -0.82
C 2.74 -0.45 1.29 0.19
C 1.81 0.35 1.94 0.61
C 2.22 1.55 2.49 -0.36
C 3.55 1.95 2.40 -0.82
C 4.47 1.15 1.75 -0.75
C 4.06 -0.06 1.19 -0.79
H 1.88 -4.35 -0.40 0.63
H 0.61 -6.31 -1.09 0.37
H -1.85 -6.21 -1.35 0.38
H -3.98 -4.88 -1.23 0.40
H -5.08 -2.69 -0.63 0.51
H -3.68 -0.75 -0.06 0.15
H 0.77 0.03 2.03 -0.51
H 1.48 2.19 2.96 0.21
H 3.86 2.90 2.82 0.42
H 5.50 1.46 1.65 0.43
H 4.77 -0.68 0.64 0.54
C -0.89 -3.53 4.34 -1.04
C -0.49 -2.81 3.04 0.11
N -0.83 -1.39 3.16 0.97
C -2.28 -1.22 3.12 0.60
C -2.94 -2.17 4.14 -1.11
N -1.85 -2.62 5.08 0.09
C -1.11 -1.41 5.59 -0.90
C -0.31 -0.85 4.40 -0.40
H -0.06 -3.71 5.02 0.27
H -1.41 -4.48 4.17 0.40
H -1.03 -3.22 2.19 -0.17
H 0.57 -2.93 2.85 0.17
H -2.64 -1.45 2.12 -0.70
H -2.51 -0.18 3.33 0.27
H -3.35 -3.08 3.69 0.36
H -3.71 -1.69 4.74 0.41
H -2.26 -3.12 5.86 0.29
H -0.49 -1.74 6.43 0.37
H -1.86 -0.72 5.96 0.34
H 0.75 -1.12 4.48 0.53
H -0.38 0.24 4.38 0.00
S 5.27 3.42 -1.67 -0.20
C 3.78 2.54 -1.50 0.11
C 2.63 3.11 -0.90 -1.25
C 1.49 2.38 -0.73 -0.24
N 1.36 1.06 -1.12 1.62
C 2.47 0.52 -1.74 -0.01
C 3.64 1.20 -1.94 -1.53
C 5.18 3.89 -3.39 0.35
C 4.23 4.80 -3.84 -0.29
C 4.21 5.12 -5.19 -0.39
N 5.05 4.62 -6.09 -0.61
C 5.96 3.76 -5.65 -0.35
C 6.07 3.36 -4.32 -0.14
H 2.65 4.13 -0.54 0.51
H 0.63 2.81 -0.23 0.35
H 2.42 -0.52 -2.03 0.02
H 4.46 0.69 -2.41 0.47
H 3.52 5.25 -3.16 0.36
H 3.47 5.83 -5.56 0.35
H 6.65 3.35 -6.38 0.35
H 6.82 2.65 -4.02 0.38
Te -1.50 2.70 3.04 -0.61
C -3.60 4.20 -0.09 -1.11
Si -3.83 2.36 0.06 0.93
C -5.07 1.88 1.38 -1.13
C -4.35 1.64 -1.60 -1.41
Se -1.82 1.49 0.76 -0.22
H -4.56 4.69 -0.30 0.36
H -2.92 4.43 -0.91 0.31
H -3.19 4.63 0.82 0.27
H -6.03 2.39 1.19 0.38
H -4.71 2.16 2.37 0.27
H -5.25 0.80 1.36 0.30
H -4.30 2.40 -2.38 0.46
H -5.40 1.33 -1.52 0.43
H -3.80 0.75 -1.92 0.30
```

Largest force on an atom (hartree/bohr): 0.0117
Gap between HOMO and LUMO (alpha / beta) (eV): 4.121 / 4.527
Multiplicity: 1
Net charge: 0

# 8
Below is C23H23ClN2OPRuS as an isolated structure, with properties calculated with ωB97M-V/def2-TZVPD.

Geometry as XYZ:
```
53
Properties=species:S:1:pos:R:3:nbo_charge:R:1
Ru 0.86 1.16 -0.71 0.16
Cl -0.76 2.69 -1.50 -0.03
C 2.26 0.20 -0.01 0.63
O 3.15 -0.31 0.59 -0.41
P -0.58 -0.43 -0.03 1.04
C -0.27 -1.52 -1.50 -0.38
C -0.60 -1.71 1.29 -0.37
C -2.36 0.00 -0.13 -0.41
C -1.71 -1.96 2.12 -0.06
C -1.73 -3.08 2.96 0.05
C -0.64 -3.95 3.02 -0.17
C 0.50 -3.67 2.25 -0.14
C 0.53 -2.55 1.41 0.05
H -2.56 -1.29 2.11 0.26
H -2.61 -3.27 3.58 0.27
H -0.65 -4.82 3.68 0.28
H 1.38 -4.33 2.31 0.28
H 1.44 -2.33 0.85 0.24
C 0.49 -0.94 -2.50 -0.19
C 0.81 -1.62 -3.66 -0.16
C 0.37 -2.93 -3.81 -0.14
C -0.37 -3.56 -2.79 -0.19
C -0.70 -2.86 -1.62 -0.14
H 0.85 0.09 -2.39 0.15
H 1.40 -1.11 -4.43 0.25
H 0.62 -3.46 -4.72 0.26
H -0.70 -4.59 -2.92 0.26
H -1.29 -3.33 -0.83 0.22
C -3.22 -0.69 -0.99 -0.14
C -4.57 -0.35 -1.03 -0.17
C -5.06 0.68 -0.24 -0.15
C -4.19 1.38 0.60 -0.18
C -2.84 1.05 0.65 -0.21
H -2.83 -1.46 -1.64 0.22
H -5.24 -0.90 -1.69 0.25
H -6.10 0.96 -0.28 0.26
H -4.56 2.20 1.22 0.25
H -2.14 1.63 1.25 0.21
H 1.74 1.79 -3.21 0.22
H 1.54 1.85 -2.47 -0.15
C 2.19 4.72 -0.04 -0.43
N 2.95 3.91 0.90 -0.28
C 4.29 4.06 1.27 -0.02
C 4.57 3.09 2.19 -0.02
N 3.40 2.35 2.36 -0.47
C 2.41 2.85 1.56 0.16
S 0.83 2.31 1.26 0.28
H 1.60 4.10 -0.72 0.22
H 1.50 5.40 0.47 0.26
H 2.90 5.31 -0.62 0.26
H 4.94 4.82 0.88 0.28
H 5.49 2.87 2.71 0.28
H 3.30 1.56 2.99 0.46
```

Largest force on an atom (hartree/bohr): 0.1365
Gap between HOMO and LUMO (alpha / beta) (eV): 6.402 / 3.914
Multiplicity: 5
Expectation value of S²: 6.04
Net charge: +3

# 9
Below is C57H43F3IN6PPd as an isolated structure, with properties calculated with ωB97M-V/def2-TZVPD.

Geometry as XYZ:
```
112
Properties=species:S:1:pos:R:3:lowdin_spin:R:1
Pd -0.03 -0.94 -1.00 0.68
C 0.51 2.28 3.71 0.00
N 1.06 1.46 2.64 0.01
C 0.40 0.52 1.91 0.01
N 1.18 0.02 0.98 0.06
C 2.40 0.65 1.08 0.01
C 2.34 1.56 2.12 0.05
C 3.31 2.53 2.66 0.01
C 3.87 3.49 1.81 0.00
C 4.78 4.41 2.29 0.00
C 5.15 4.40 3.63 0.00
C 4.60 3.45 4.48 0.00
C 3.69 2.52 4.00 0.00
C 3.52 0.27 0.22 0.21
C 3.17 -0.43 -1.07 0.07
C 4.37 -1.03 -1.74 0.19
C 5.64 -0.75 -1.36 0.01
C 5.89 0.07 -0.23 0.30
C 4.82 0.52 0.56 0.00
P -1.31 0.00 2.26 0.00
C -1.21 -1.75 1.76 0.00
N -0.91 -2.22 0.56 0.02
C -0.97 -3.59 0.64 0.00
C -1.28 -3.95 1.92 0.00
N -1.44 -2.78 2.62 0.00
C -1.76 -2.67 4.04 0.00
C -1.39 -5.27 2.58 0.00
C -2.58 -5.67 3.19 0.00
C -2.67 -6.91 3.80 0.00
C -1.58 -7.77 3.80 0.00
C -0.40 -7.38 3.19 0.00
C -0.30 -6.13 2.59 0.00
C -0.77 -4.43 -0.56 0.00
C -1.33 -5.70 -0.65 0.00
C -1.16 -6.47 -1.79 0.00
C -0.44 -5.97 -2.87 0.00
C 0.11 -4.70 -2.80 0.00
C -0.05 -3.94 -1.65 0.03
C -2.27 0.67 0.87 0.00
N -2.22 0.22 -0.36 0.02
C -3.20 0.84 -1.07 0.00
C -3.84 1.74 -0.24 0.00
N -3.25 1.61 1.00 0.00
C -3.53 2.40 2.18 0.00
C -4.89 2.75 -0.50 0.00
C -6.16 2.63 0.06 0.00
C -7.13 3.58 -0.21 0.00
C -6.84 4.66 -1.03 0.00
C -5.58 4.78 -1.59 0.00
C -4.60 3.83 -1.32 0.00
C -3.51 0.41 -2.45 0.00
C -4.56 0.94 -3.20 0.00
C -4.83 0.48 -4.48 0.00
C -4.06 -0.54 -5.03 0.00
C -3.03 -1.09 -4.29 0.00
C -2.75 -0.62 -3.01 0.01
H -0.54 2.48 3.51 0.00
H 1.06 3.22 3.74 0.00
H 0.60 1.78 4.67 0.00
H 3.61 3.48 0.76 0.00
H 5.22 5.14 1.62 0.00
H 5.86 5.12 4.01 0.00
H 4.88 3.43 5.53 0.00
H 3.28 1.77 4.66 0.00
H 2.46 -1.24 -0.86 0.03
H 4.18 -1.68 -2.58 0.01
H 6.47 -1.18 -1.91 -0.01
H 6.91 0.30 0.06 0.02
H 5.05 1.06 1.47 -0.01
H -1.36 -3.54 4.55 0.00
H -2.83 -2.62 4.20 0.00
H -1.30 -1.77 4.44 0.00
H -3.44 -5.02 3.17 0.00
H -3.60 -7.21 4.27 0.00
H -1.65 -8.74 4.28 0.00
H 0.46 -8.04 3.19 0.00
H 0.62 -5.83 2.11 0.00
H -1.92 -6.09 0.17 0.00
H -1.61 -7.45 -1.85 0.00
H -0.32 -6.57 -3.76 0.00
H 0.67 -4.29 -3.63 0.00
H 0.36 -2.93 -1.61 0.03
H -4.29 3.14 1.93 0.00
H -2.64 2.93 2.51 0.00
H -3.90 1.77 2.99 0.00
H -6.39 1.77 0.68 0.00
H -8.12 3.48 0.22 0.00
H -7.60 5.40 -1.25 0.00
H -5.35 5.62 -2.24 0.00
H -3.62 3.91 -1.76 0.00
H -5.17 1.73 -2.79 0.00
H -5.65 0.91 -5.04 0.00
H -4.28 -0.90 -6.02 0.00
H -2.41 -1.88 -4.70 0.00
H -1.92 -1.04 -2.46 0.02
I 0.09 1.66 -3.46 0.04
F 4.77 6.31 -3.41 0.00
C 5.46 5.16 -3.56 0.00
F 6.55 5.27 -2.76 0.00
F 5.91 5.13 -4.83 0.00
C 4.64 3.96 -3.22 0.00
C 4.89 2.74 -3.83 0.00
C 4.16 1.61 -3.47 0.00
C 3.18 1.69 -2.49 0.01
C 2.92 2.93 -1.91 0.00
C 3.64 4.06 -2.26 0.00
C 2.40 0.51 -2.02 0.06
C 1.10 0.28 -2.19 0.07
H 5.66 2.66 -4.59 0.00
H 4.36 0.67 -3.96 0.00
H 2.11 2.99 -1.19 0.00
H 3.42 5.01 -1.80 0.00
```

Largest force on an atom (hartree/bohr): 0.0084
Gap between HOMO and LUMO (alpha / beta) (eV): 6.401 / 7.144
Multiplicity: 3
Expectation value of S²: 2.05
Net charge: 0